{
  "formula": "C44H41FN7O3PPb",
  "method": "ωB97M-V with the def2-TZVPD basis set",
  "orbital_gap_ha": [0.1467, 0.1181],
  "charge": 4,
  "relative_energy_kcal_mol": 110.8,
  "largest_force_ev_per_a": 3.53,
  "species": ["Pb", "C", "C", "C", "C", "N", "C", "C", "C", "C", "C", "C", "N", "H", "H", "H", "H", "H", "H", "H", "H", "N", "P", "C", "C", "C", "C", "C", "C", "C", "C", "C", "C", "C", "C", "C", "C", "C", "C", "C", "N", "H", "H", "H", "H", "H", "H", "H", "H", "H", "H", "H", "H", "H", "H", "H", "F", "C", "C", "C", "C", "O", "C", "C", "N", "C", "C", "C", "C", "C", "C", "N", "C", "C", "N", "C", "C", "C", "O", "O", "H", "H", "H", "H", "H", "H", "H", "H", "H", "H", "H", "H", "H", "H", "H", "H", "H", "H"],
  "coordinates": [[-0.45391, 0.42035, -0.18205], [-4.40392, 2.88456, -0.80170], [-5.42083, 1.94309, -0.76506], [-5.09192, 0.60371, -0.63266], [-3.75612, 0.23176, -0.54505], [-2.77806, 1.15485, -0.53080], [-3.10113, 2.44360, -0.67036], [-3.35336, -1.19071, -0.45994], [-4.19092, -2.21646, -0.88776], [-3.77345, -3.53014, -0.74955], [-2.53881, -3.79828, -0.17978], [-1.74262, -2.72428, 0.18044], [-2.13342, -1.46091, 0.02466], [-4.61152, 3.93660, -0.93315], [-6.45640, 2.24326, -0.85088], [-5.87293, -0.14066, -0.58674], [-2.27623, 3.14410, -0.68636], [-5.13941, -1.99799, -1.35588], [-4.40921, -4.33586, -1.09164], [-2.19387, -4.81131, -0.03194], [-0.75629, -2.87119, 0.60405], [-1.30537, 2.40948, 2.54959], [-1.35689, 0.71281, 2.39076], [-0.38229, 0.17185, 3.83165], [1.00142, 0.09054, 3.71022], [1.77100, -0.18602, 4.82998], [1.15947, -0.38236, 6.06136], [-0.21936, -0.30165, 6.17612], [-1.00293, -0.02519, 5.06516], [-3.07682, 0.32474, 2.74611], [-4.07725, 1.29566, 2.73506], [-5.38601, 0.93332, 3.01320], [-5.70307, -0.39119, 3.28447], [-4.70824, -1.36313, 3.28463], [-3.39925, -1.01051, 3.01107], [-0.53627, 3.25997, 1.78382], [-0.24916, 4.55698, 2.23026], [0.50052, 5.38488, 1.42644], [0.95212, 4.91604, 0.19092], [0.62546, 3.63189, -0.17547], [-0.10484, 2.81711, 0.60050], [-1.66748, 2.80617, 3.40664], [1.46290, 0.24437, 2.74320], [2.84798, -0.25467, 4.74547], [1.76026, -0.60032, 6.93405], [-0.69701, -0.45254, 7.13512], [-2.07764, 0.04364, 5.16328], [-3.83620, 2.32923, 2.52200], [-6.16308, 1.68598, 3.02261], [-6.72606, -0.66532, 3.50379], [-4.95946, -2.39127, 3.50815], [-2.61299, -1.75726, 3.01991], [-0.60860, 4.87912, 3.19844], [0.73548, 6.39069, 1.74747], [1.52122, 5.54804, -0.47552], [0.93010, 3.22680, -1.13458], [7.17813, 3.25631, 0.41797], [6.90943, 1.96170, 0.39322], [5.59609, 1.60012, 0.45637], [5.21956, 0.25564, 0.41276], [3.76847, -0.06730, 0.43444], [2.94987, 0.82919, 0.49424], [3.54776, -1.49646, 0.39846], [4.57447, -2.39522, 0.34902], [5.88235, -2.06456, 0.37110], [6.88364, -3.12062, 0.34207], [7.77842, -3.33610, 1.53365], [6.69458, -4.31694, 1.22282], [6.23886, -0.73378, 0.36432], [7.56896, -0.35246, 0.29460], [7.97372, 0.99840, 0.28006], [9.27656, 1.36169, 0.16491], [10.34751, 0.44172, -0.20329], [11.45007, 0.45560, 0.86090], [11.85312, 1.87732, 1.18816], [11.25873, 2.86744, 0.23496], [9.73281, 2.76466, 0.24507], [2.05890, -2.09701, 0.37947], [2.14137, -3.22596, -0.11230], [1.14345, -1.42530, 0.84892], [4.83080, 2.36382, 0.52593], [4.35655, -3.45260, 0.29120], [7.29119, -3.28051, -0.64974], [7.63837, -2.69925, 2.39802], [8.80430, -3.62759, 1.35431], [5.84333, -4.33847, 1.89039], [6.96004, -5.28475, 0.82356], [8.30072, -1.14228, 0.25055], [10.74756, 0.73318, -1.17705], [9.99120, -0.57534, -0.31352], [12.31013, -0.10020, 0.49216], [11.10060, -0.02294, 1.77369], [12.87397, 1.96881, 1.18283], [11.55263, 2.11121, 2.13768], [11.67557, 2.69206, -0.75456], [11.54202, 3.87479, 0.53654], [9.35707, 3.34692, -0.59944], [9.34076, 3.21700, 1.15651]],
  "atomic_forces_ev_per_a": [[-0.28, 0.10, -0.22], [-0.04, -0.07, -0.01], [0.07, 0.00, -0.03], [0.06, -0.01, -0.03], [-0.09, 0.19, 0.01], [-0.04, -0.11, -0.06], [0.03, 0.12, 0.01], [-0.06, -0.46, -0.08], [0.08, 0.11, 0.05], [-0.04, -0.05, -0.01], [0.01, 0.10, 0.07], [-0.13, -0.24, -0.11], [0.09, 0.34, -0.06], [0.01, 0.01, 0.02], [-0.01, 0.01, 0.02], [0.02, -0.02, -0.02], [-0.01, 0.02, 0.03], [-0.02, 0.00, 0.05], [0.00, -0.01, 0.02], [0.01, -0.01, -0.01], [-0.03, 0.01, -0.01], [-0.23, -0.08, -0.09], [0.30, 0.45, 0.69], [-0.54, -0.10, -0.28], [0.01, -0.03, 0.06], [-0.02, 0.01, -0.07], [0.07, -0.02, -0.03], [-0.20, -0.01, 0.11], [0.30, 0.00, 0.00], [-0.01, -0.16, -0.09], [0.17, -0.03, 0.03], [-0.12, -0.07, -0.02], [0.04, 0.07, -0.02], [-0.06, -0.06, -0.03], [0.10, 0.15, -0.03], [0.10, 0.27, -0.15], [0.01, -0.09, 0.05], [-0.06, -0.12, -0.03], [0.01, -0.02, -0.16], [0.08, 0.28, 0.02], [-0.13, -0.15, 0.16], [0.10, 0.00, 0.06], [0.08, 0.01, -0.03], [0.01, 0.02, 0.01], [-0.01, 0.00, 0.01], [0.04, -0.01, 0.02], [-0.01, -0.02, 0.02], [-0.03, 0.00, -0.02], [0.01, 0.02, 0.01], [0.00, -0.01, 0.02], [0.02, -0.01, 0.00], [-0.06, -0.07, 0.04], [0.00, 0.05, -0.01], [-0.02, 0.01, 0.02], [0.00, -0.02, 0.01], [0.04, 0.00, 0.02], [0.19, -0.10, -0.03], [-0.33, 0.46, 0.09], [-0.36, -0.39, -0.07], [0.43, 0.88, 0.16], [-0.25, 0.04, 0.05], [0.01, -0.22, -0.11], [-1.08, -1.27, -0.32], [-0.34, 0.24, -0.01], [0.10, 0.08, 0.19], [0.14, -0.17, -0.14], [0.04, 0.09, 0.11], [-0.07, -0.07, 0.07], [0.63, -0.10, -0.09], [-0.03, -0.40, -0.10], [0.47, -0.25, 0.00], [-0.55, 0.15, -0.18], [0.30, -0.18, 0.18], [-0.32, -0.36, -0.22], [0.09, 0.06, 0.01], [-0.33, 0.16, -0.25], [0.20, 0.22, 0.16], [0.38, 3.01, 1.80], [-0.10, -1.37, -0.91], [0.77, -1.02, -0.53], [0.02, -0.01, -0.03], [0.18, 0.00, 0.05], [-0.01, 0.01, 0.00], [-0.08, -0.01, -0.01], [-0.01, -0.01, -0.08], [0.00, 0.06, 0.02], [0.03, 0.03, -0.08], [-0.02, 0.04, 0.02], [-0.11, 0.04, -0.01], [0.02, 0.02, 0.03], [0.09, 0.14, 0.03], [0.08, 0.10, 0.07], [-0.02, -0.02, 0.04], [0.10, -0.01, 0.03], [0.11, -0.08, 0.08], [0.05, -0.05, 0.06], [0.00, -0.04, 0.03], [0.00, -0.03, -0.02]],
  "lowdin_charge": [1.32, -0.01, 0.00, 0.02, -0.22, -0.03, -0.12, -0.22, 0.03, 0.00, -0.01, -0.12, -0.04, 0.13, 0.13, 0.13, 0.11, 0.13, 0.13, 0.12, 0.10, -0.09, 0.97, -0.33, -0.10, -0.07, -0.05, -0.04, -0.06, -0.38, -0.09, -0.05, -0.04, -0.05, -0.11, -0.38, 0.02, -0.02, -0.05, -0.15, -0.07, 0.13, 0.07, 0.10, 0.12, 0.12, 0.11, 0.10, 0.12, 0.12, 0.12, 0.11, 0.13, 0.13, 0.12, 0.11, 0.14, -0.13, 0.12, 0.03, -0.29, 0.09, 0.04, 0.06, 0.03, -0.24, -0.08, -0.06, -0.09, 0.10, -0.07, 0.01, -0.08, -0.04, 0.10, -0.07, -0.07, -0.50, 0.30, -0.09, 0.16, 0.16, 0.17, 0.12, 0.12, 0.12, 0.13, 0.11, 0.16, 0.13, 0.16, 0.15, 0.20, 0.20, 0.15, 0.16, 0.16, 0.15]
}